# C3H12GaO4P2

C3H12GaO4P2 as an isolated structure (the ωB97M-V functional and the def2-TZVPD basis, the OMol25 dataset).

orbital gap: 8.321 eV
highest occupied orbital energy: -5.147 eV
LUMO level: 0.1166 Eh

ORCA input file:
```
! RIJCOSX wB97M-V def2-TZVPD def2/J DEFGRID3
* xyz -1 1
C 3.077 0.732 -0.093
C 1.622 -0.010 0.052
C 1.627 -1.619 -0.271
O 0.314 -1.905 -0.939
Ga -1.072 -1.906 0.370
P -2.899 -0.538 -0.133
P -2.152 1.440 -0.714
O -1.581 1.510 -2.188
O -0.890 2.047 0.375
O -3.492 2.598 -0.608
H 3.381 0.720 -1.242
H 3.937 0.278 0.558
H 2.903 1.872 0.170
H 0.892 0.485 -0.753
H 1.143 0.112 1.130
H 1.623 -2.296 0.706
H 2.457 -1.974 -1.016
H -0.490 -1.403 1.805
H -1.482 -3.466 0.584
H -3.701 -0.331 1.065
H -0.976 1.454 1.184
H -4.241 2.198 -0.044
*
```

Results of the Mulliken charge analysis, in e, for atoms 1 through 6: C -1.06; C 0.13; C -0.28; O -0.53; Ga 0.43; P -0.23